[1]
106
Properties=species:S:1:pos:R:3 method="wB97M-V/def2-TZVPD" homo_energy_ev=-9.14 homo_lumo_gap_ha=0.3371 largest_force_ev_per_a=5.4 de_lowest_ev=0.000 lumo_ev=0.0371
C -0.3539 1.4183 -0.6000
C 0.5257 0.3106 0.0097
C 0.0803 0.0100 1.4246
O -0.3333 -1.3653 1.3641
C -0.2681 -1.7609 0.0697
O -0.6650 -2.8624 -0.3993
O 0.2934 -0.8925 -0.7043
H -1.3677 1.1447 -0.8922
H 0.2094 1.8750 -1.4137
H -0.4075 2.2616 0.0886
H 1.5797 0.5808 -0.0549
H -0.6593 0.6966 1.8365
H 0.9277 0.1383 2.0981
C -0.1384 4.1770 3.0471
C -0.2961 5.3219 1.9821
C 0.9998 5.8021 1.4796
O 0.9628 5.6793 0.0932
C -0.0804 5.0256 -0.2745
O -0.2849 4.6762 -1.4078
O -0.7817 4.6450 0.8214
H 0.2791 4.5828 3.9686
H 0.4393 3.3573 2.6200
H -1.1098 3.8634 3.4294
H -0.8909 6.1646 2.3343
H 1.8360 5.2583 1.9190
H 0.9522 6.8347 1.8255
O 6.5234 3.0421 -2.5569
S 5.3229 2.4556 -1.9999
O 5.3172 0.9907 -1.7563
C 4.8595 3.4043 -0.5969
C 3.8419 4.3605 -1.1547
C 2.9080 3.5575 -2.1302
C 3.8470 2.9276 -3.1363
H 5.7809 3.7720 -0.1453
H 4.3917 2.5835 -0.0532
H 3.3202 4.9646 -0.4124
H 4.3381 5.1711 -1.6883
H 2.2778 4.2094 -2.7352
H 2.2763 2.7969 -1.6713
H 4.1990 3.6725 -3.8499
H 3.4897 2.0486 -3.6726
O -4.8516 2.3123 1.6557
S -3.8655 1.4170 2.1784
O -2.5267 1.9093 2.5860
C -4.7261 0.4556 3.5165
C -4.6232 -1.0718 3.2116
C -3.6252 -1.2470 2.0845
C -3.6345 -0.0683 1.1448
H -5.7484 0.8337 3.5114
H -4.2580 0.8780 4.4057
H -4.2958 -1.6793 4.0553
H -5.5804 -1.4806 2.8881
H -3.9551 -2.1233 1.5265
H -2.5881 -1.3685 2.3973
H -4.5417 -0.0594 0.5405
H -2.7862 0.2051 0.5174
C 5.1754 2.0408 3.2399
C 3.9109 1.2783 3.0961
C 3.4656 0.5451 4.3591
O 3.2796 1.1507 2.0536
H 5.4393 2.5974 2.3407
H 6.0213 1.3925 3.4685
H 5.1108 2.8319 3.9869
H 2.6055 -0.0169 3.9952
H 3.2651 1.3078 5.1116
H 4.1847 -0.2148 4.6650
C -1.5525 -6.3614 1.1547
C -0.0812 -6.7943 1.3685
C 1.0970 -5.8118 1.1097
O 0.1899 -7.9281 1.7140
H -2.1509 -7.2697 1.2252
H -1.7719 -6.1020 0.1190
H -1.9594 -5.6746 1.8969
H 0.7905 -4.7659 1.0955
H 1.4733 -6.0027 0.1047
H 1.9224 -5.9793 1.8017
C 2.8723 -3.9035 -2.2124
C 3.4944 -2.6728 -2.9099
C 2.7369 -1.3546 -2.7402
O 4.4716 -2.6969 -3.6380
H 3.0345 -4.7161 -2.9206
H 1.8286 -3.9141 -1.8984
H 3.5283 -4.0645 -1.3569
H 1.7119 -1.5812 -3.0337
H 3.1111 -0.6445 -3.4776
H 2.7720 -0.9281 -1.7376
C -3.9887 -3.3981 -1.3323
C -3.8229 -4.3509 -2.4925
C -3.9423 -5.8963 -2.1398
O -3.3782 -3.9346 -3.5939
H -4.9886 -3.3450 -0.9016
H -3.5561 -2.4575 -1.6731
H -3.3440 -3.7850 -0.5431
H -3.4944 -6.0138 -1.1530
H -3.4712 -6.5117 -2.9063
H -5.0093 -6.1134 -2.0908
C -4.1756 -0.3408 -4.1153
C -3.6673 0.7252 -3.1391
C -2.3818 1.4868 -3.4262
O -4.2261 1.0856 -2.0913
H -4.5893 -1.2373 -3.6534
H -3.3372 -0.5748 -4.7713
H -4.8934 0.0791 -4.8198
H -2.2530 1.5577 -4.5063
H -1.4973 1.0056 -3.0088
H -2.4952 2.4600 -2.9486

[2]
111
Properties=species:S:1:pos:R:3 method="wB97M-V/def2-TZVPD" homo_energy_ev=-4.11 homo_lumo_gap_ha=0.2265 largest_force_ev_per_a=6.2 total_charge=-1 lumo_ev=2.0483
C -3.7004 2.0958 0.0951
C -5.0791 1.4058 0.5470
C -5.1972 -0.1650 0.2215
C -4.1533 -0.7182 -0.8601
O -2.8690 -0.9265 -0.1899
P -1.8294 -1.6867 -1.3739
C -1.5322 -2.9842 0.0192
C -0.3597 -2.5672 1.0583
C 0.9415 -3.5070 0.9814
C 1.9414 -3.3213 2.2563
N 2.8850 -4.4813 2.3970
C 3.8221 -4.3163 3.5103
N 4.6827 -5.2872 3.8416
N 3.8989 -3.0641 4.3623
P -0.3252 -2.8114 -2.5170
O -0.7203 -2.7820 -4.1949
O 1.2583 -2.1497 -2.3284
O -3.1755 -2.5193 -2.1460
C -4.4974 -2.0417 -1.7235
N -5.0415 -3.2656 -1.0371
C -5.0553 -4.4444 -1.9488
O -5.1943 -4.4041 -3.1816
F -4.9513 -5.7450 -1.3341
C -6.4877 -3.0994 -0.6658
O -6.7773 -3.3623 0.5275
F -7.4242 -2.6779 -1.6483
O -6.1658 2.2253 0.0376
C -6.4329 1.9812 -1.3635
C -7.2704 3.2060 -1.9771
C -8.8312 3.2603 -1.8396
C -9.7012 4.4002 -2.4526
C -8.9766 5.5430 -3.2389
C -7.4302 5.5412 -3.3524
C -6.5883 4.3833 -2.7269
H -3.7647 3.2016 0.4417
H -2.7759 1.6189 0.5949
H -3.5914 2.1235 -1.0586
H -5.1234 1.5040 1.7015
H -6.2956 -0.4109 -0.0110
H -4.9607 -0.7238 1.2102
H -3.9097 0.0466 -1.6992
H -0.8153 -0.7436 -0.9171
H -2.0288 -0.7263 -2.4367
H -2.5141 -3.0030 0.6350
H -1.3861 -4.0464 -0.3928
H -0.8108 -2.6783 2.1218
H -0.0379 -1.4681 0.9719
H 0.6498 -4.6167 0.8868
H 1.5789 -3.2654 0.0426
H 1.3738 -3.1453 3.2363
H 2.5764 -2.3857 1.9935
H 3.4451 -4.6077 1.5329
H 5.2544 -4.9762 4.6498
H 4.9138 -2.8496 4.3763
H 3.7179 -3.4303 5.3224
H -0.8930 -1.8567 -4.5019
H 1.9001 -2.9000 -2.2618
H -5.1579 -1.8882 -2.6636
H -5.5017 1.7485 -1.9910
H -7.1195 1.0549 -1.4327
H -9.4089 2.4227 -1.2946
H -10.8369 4.4684 -2.3717
H -9.5766 6.3923 -3.7395
H -6.8387 6.3573 -3.9169
H -5.4384 4.3711 -2.8022
C 0.1101 6.0799 -4.1817
O -0.4589 6.2276 -2.8931
C 0.2951 7.0807 -2.0422
C -0.6123 7.9866 -1.2156
O -1.2561 9.0215 -1.9623
C -2.2798 8.6200 -2.8742
C -3.5362 8.0564 -2.2114
O -3.2949 6.7583 -1.6844
C -3.9724 6.5095 -0.4686
H 0.9810 5.4179 -4.1337
H -0.6409 5.6338 -4.8339
H 0.3951 7.0495 -4.6031
H 1.0032 7.6925 -2.6107
H 0.8699 6.4342 -1.3640
H 0.0174 8.5046 -0.4860
H -1.3330 7.4138 -0.6363
H -1.8843 7.9385 -3.6268
H -2.5678 9.5318 -3.4070
H -4.3329 7.9652 -2.9600
H -3.8657 8.7508 -1.4295
H -3.8740 7.3515 0.2260
H -3.5212 5.6338 0.0006
H -5.0299 6.3034 -0.6610
C 10.2415 -6.9338 5.5351
O 10.0567 -6.5630 4.1812
C 8.6870 -6.4950 3.8007
C 8.4172 -5.2937 2.9004
O 8.4686 -4.0299 3.5682
C 9.7526 -3.5755 3.9982
C 10.7165 -3.2264 2.8644
O 11.1897 -4.4012 2.2170
C 11.3568 -4.2459 0.8228
H 10.0563 -8.0061 5.6591
H 11.2746 -6.7167 5.8074
H 9.5863 -6.3583 6.1970
H 8.0285 -6.4525 4.6742
H 8.4602 -7.4162 3.2462
H 7.3917 -5.3845 2.5303
H 9.0550 -5.2986 2.0194
H 10.1987 -4.2790 4.7006
H 9.5612 -2.6576 4.5631
H 11.5886 -2.7038 3.2762
H 10.2064 -2.5593 2.1598
H 10.4956 -3.7435 0.3686
H 11.4392 -5.2384 0.3769
H 12.2726 -3.6849 0.6114

[3]
95
Properties=species:S:1:pos:R:3 method="wB97M-V/def2-TZVPD" homo_energy_ev=-3.81 homo_lumo_gap_ha=0.0602 largest_force_ev_per_a=2.7 lumo_ev=-2.1662
C 4.8532 -4.0657 4.3438
O 3.7890 -4.5323 3.5149
C 4.2263 -5.2870 2.3830
C 3.4543 -4.8174 1.0986
C 4.0907 -3.5702 0.3951
C 4.8042 -2.5689 1.3477
C 5.3682 -1.3101 0.5980
C 4.6845 0.0227 1.0251
C 3.2478 0.2025 0.4120
C 2.0979 -0.1741 1.4080
C 1.2390 1.0739 1.7957
C -0.0431 0.6080 2.5474
C -1.1616 1.7186 2.5469
C -2.0912 1.4867 1.3008
C -3.4859 0.9809 1.6326
C -4.1899 1.2988 2.8670
C -5.4851 0.7500 3.0179
N -6.1634 -0.0534 2.2246
N -5.4353 -0.3310 1.1375
C -6.0760 -1.2784 0.1727
C -7.4768 -1.7540 0.6007
C -7.5200 -2.8739 1.7059
C -6.1384 -3.3072 2.2766
C -8.1704 -4.1799 1.0832
C -4.2245 0.1273 0.8118
H 5.8442 -4.4848 4.0935
H 4.8303 -2.9559 4.3373
H 4.6413 -4.3637 5.3964
H 3.9096 -6.3381 2.5511
H 5.3011 -5.1784 2.1497
H 3.5686 -5.6680 0.3867
H 2.3707 -4.7051 1.2798
H 4.8500 -3.9030 -0.3448
H 3.2933 -3.0211 -0.1485
H 4.0895 -2.2668 2.1427
H 5.6532 -3.0557 1.8669
H 6.4408 -1.2167 0.8627
H 5.2940 -1.5051 -0.4895
H 5.3108 0.8395 0.6088
H 4.6847 0.1133 2.1297
H 3.2052 -0.4491 -0.4846
H 3.1674 1.2484 0.0530
H 1.4414 -0.9377 0.9466
H 2.5783 -0.5483 2.3336
H 0.9491 1.6729 0.9042
H 1.8680 1.7042 2.4549
H 0.2329 0.4272 3.6106
H -0.3950 -0.3528 2.1258
H -0.6104 2.6704 2.3995
H -1.7068 1.7412 3.5062
H -2.1950 2.4066 0.6847
H -1.5834 0.7231 0.6728
H -3.7726 1.9296 3.6543
H -6.0247 1.0257 3.9406
H -6.2195 -0.6865 -0.7618
H -5.3945 -2.1100 -0.0858
H -8.1602 -0.9246 0.8668
H -7.9309 -2.1982 -0.3135
H -8.2139 -2.5658 2.5115
H -5.6571 -4.1221 1.6962
H -5.4198 -2.4883 2.4503
H -6.3315 -3.7561 3.2773
H -8.9042 -3.9567 0.2905
H -7.3481 -4.7745 0.6282
H -8.5919 -4.7836 1.9071
H -3.7803 -0.1788 -0.1460
C -0.5234 2.3446 -2.8405
C 0.4459 3.5449 -2.8381
C 1.7499 3.1457 -2.1288
C 2.6383 2.1720 -2.9009
C 2.4829 2.2784 -4.4195
C 1.9382 3.6302 -4.9153
N 0.6550 3.8808 -4.2551
O 0.0769 5.0237 -4.6391
C 1.6923 3.4706 -6.4208
C 2.9960 4.7251 -4.7152
C -0.1879 4.6444 -1.9830
H -1.4724 2.6142 -3.3078
H -0.7409 2.0050 -1.8189
H -0.1160 1.4934 -3.3894
H 2.3328 4.0463 -1.9153
H 1.5235 2.7154 -1.1466
H 3.6808 2.3517 -2.6217
H 2.4202 1.1462 -2.5898
H 3.4411 2.0537 -4.8956
H 1.8062 1.4839 -4.7505
H 0.9072 2.7355 -6.6113
H 2.5994 3.1262 -6.9262
H 1.3954 4.4114 -6.8857
H 3.9158 4.4650 -5.2476
H 3.2616 4.8748 -3.6669
H 2.6563 5.6837 -5.1102
H -0.3495 4.2822 -0.9624
H -1.1591 4.9542 -2.3684
H 0.4553 5.5244 -1.9225